#1
Entry from OMol25: a 2-piece molecular cluster, CH4N3P overall (wB97M-V/def2-TZVPD).

Last column: natural (NBO) charge in e.
Geometry (Å):
P  -0.55658  -0.95249  -0.46084  0.6771
N  1.04086  -1.31921  0.12464  -0.7330
N  1.94224  -0.32402  -0.01286  0.0563
N  1.52606  0.79707  -0.24814  -0.2336
C  0.19109  0.72526  -0.60484  -0.4678
H  1.38642  -2.27492  0.31399  0.4138
H  -0.58063  1.62904  0.51393  0.1395
H  0.00489  1.15998  -1.53891  0.2078
H  -1.01376  -0.58077  0.77775  -0.0601

Properties
Net charge: 0
Spin multiplicity: 1


#2
Entry from OMol25: CH4N3P as an isolated structure (wB97M-V/def2-TZVPD).

Last column: natural (NBO) charge in e.
Geometry (Å):
P  -0.52879  -0.82312  -0.51609  0.7265
N  1.03203  1.21573  0.09993  -0.1936
N  1.06208  -0.56576  -1.04539  -0.7834
N  1.73825  0.46145  -0.50418  0.0539
C  -0.35335  0.90963  0.11539  -0.6156
H  1.65408  -1.19930  -1.69263  0.4251
H  -0.86041  1.52480  -0.76057  0.2437
H  -0.31947  -1.88901  0.90256  -0.1166
H  -0.97358  1.15699  1.03470  0.2600

Properties
Net charge: 0
Spin multiplicity: 1


#3
Entry from OMol25: a 2-piece molecular cluster, CH4N3P overall (wB97M-V/def2-TZVPD).

Last column: natural (NBO) charge in e.
Geometry (Å):
P  -0.92700  -0.10154  -0.77771  0.8062
N  1.40718  0.07395  0.21023  -0.1715
N  0.98648  -1.02220  0.58918  0.0561
N  -0.12982  -1.42680  -0.01874  -0.7268
C  0.45753  0.94902  -0.42608  -0.6674
H  0.82585  1.35867  -1.34926  0.2439
H  0.17183  1.65186  0.24938  0.2651
H  -2.12606  0.70811  1.15869  -0.2242
H  -0.66599  -2.19107  0.36431  0.4188

Properties
Net charge: 0
Spin multiplicity: 1


It is #3 that is the least stable of them.


#1
Entry from OMol25: one molecule with the formula C2H2FN3O (wB97M-V/def2-TZVPD).

Last column: natural (NBO) charge in e.
Geometry (Å):
F  -1.23783  -1.53788  -0.26186  -0.2576
O  1.62681  -1.22230  -0.36077  -0.6552
N  -1.20728  0.62987  0.16622  -0.3721
N  -0.32514  1.71907  0.23723  -0.0761
N  0.89130  1.07353  0.01323  -0.2752
C  0.67114  -0.20796  -0.19632  0.2601
C  -0.58099  -0.46858  -0.14138  0.4493
H  2.40584  -0.75476  0.02210  0.4889
H  -2.24385  0.76901  0.52154  0.4379

Properties
SMILES: Oc1nn[nH]c1F
Net charge: 0
Spin multiplicity: 1


#2
Entry from OMol25: one molecule with the formula C2H2FN3O (wB97M-V/def2-TZVPD).

Last column: natural (NBO) charge in e.
Geometry (Å):
F  -1.13344  0.65936  -1.35590  -0.3437
O  0.77048  0.82980  -0.14216  -0.6858
N  0.66492  -0.93937  -1.57226  -0.1651
N  -0.27046  -2.25016  -0.11401  -0.2475
N  0.65949  -2.08998  -1.18633  0.0466
C  -0.09627  -0.07839  -0.69865  0.5953
C  -0.73590  -1.09577  0.11576  0.0570
H  -1.51049  -0.72856  0.70077  0.2203
H  1.46955  1.26542  -0.65082  0.5230

Properties
SMILES: O[C@]1(F)C=NN=N1
Net charge: 0
Spin multiplicity: 1


It is #2 that is the least stable of them.


#1
Entry from OMol25: one molecule with the formula C2H11N5 (wB97M-V/def2-TZVPD).

Last column: natural (NBO) charge in e.
Geometry (Å):
N  1.43224  0.78821  0.96414  -0.8844
N  -1.20936  -0.18076  1.47661  -0.8498
N  0.89427  -1.32078  -0.18783  -0.8677
N  0.99200  0.73881  -1.36679  -0.8607
N  -1.76501  -0.24150  -0.85696  -0.8565
C  0.62566  0.09916  -0.13580  0.3864
C  -0.88442  0.32169  0.15271  0.0788
H  1.01437  0.57399  1.86603  0.3802
H  1.99764  0.70869  -1.49213  0.3723
H  1.88313  -1.47787  -0.35345  0.3703
H  -1.77657  0.33804  -1.68719  0.3585
H  1.46688  1.79114  0.81589  0.3654
H  -0.99006  1.41840  0.17790  0.1904
H  -1.29435  -1.19250  1.44283  0.3497
H  0.67404  -1.74612  0.70663  0.3561
H  -1.42243  -1.16317  -1.11544  0.3680
H  0.48029  0.37094  -2.15918  0.3708
H  -2.11832  0.17365  1.75203  0.3724

Properties
SMILES: NC(N)C(N)(N)N
Net charge: 0
Spin multiplicity: 1


#2
Entry from OMol25: a 3-piece molecular cluster, C2H11N5 overall (wB97M-V/def2-TZVPD).

Last column: natural (NBO) charge in e.
Geometry (Å):
N  -2.75240  -0.53060  0.80849  -0.6177
N  0.11052  -0.91668  -0.20255  -0.7397
N  0.09556  0.97457  1.09985  -0.8407
N  0.17596  1.26686  -1.19797  -0.8365
N  -2.22058  -0.61933  -0.45077  -0.4246
C  2.61722  -0.51940  -0.17540  -0.5735
C  0.17757  0.38900  -0.14154  0.6368
H  0.15777  -1.23879  -1.16201  0.3405
H  -0.11348  0.85619  -2.07178  0.3948
H  -2.43268  -1.22098  1.48650  0.3436
H  0.34314  0.33700  1.84155  0.3999
H  -0.28126  2.15123  -1.02869  0.3845
H  2.73086  -0.98100  0.79553  0.1661
H  2.83427  -1.14444  -1.03200  0.1653
H  0.52945  1.88024  1.19577  0.3811
H  -2.63950  0.40503  1.17667  0.3554
H  -2.22219  -1.61387  -0.67720  0.3015
H  2.88977  0.52495  -0.26444  0.1631

Properties
Net charge: 0
Spin multiplicity: 1


It is #2 that is the least stable of them.


#1
Entry from OMol25: a 2-piece molecular cluster, CH4NO3S overall (wB97M-V/def2-TZVPD).

Last column: natural (NBO) charge in e.
Geometry (Å):
S  -0.76442  0.00787  0.57737  2.1722
O  -0.14402  -0.59384  -1.60299  -0.6959
O  -0.39980  1.40212  0.42293  -0.9816
O  -2.15897  -0.30615  0.58868  -0.9385
N  0.51735  0.62339  -1.99365  -0.5496
C  0.21502  -0.74989  1.59218  -1.0776
H  -0.04946  -1.79253  1.66778  0.2165
H  0.14240  1.34899  -1.42022  0.3372
H  1.39356  0.46969  -1.46866  0.2905
H  1.24835  -0.40966  1.63658  0.2268

Properties
Net charge: -1
Spin multiplicity: 1


#2
Entry from OMol25: an isolated ion of composition CH4NO3S and charge -1 (wB97M-V/def2-TZVPD).

Last column: natural (NBO) charge in e.
Geometry (Å):
S  1.66434  0.03850  0.42789  1.5845
O  -1.01152  -0.97098  0.21442  -0.4576
O  2.81119  -0.56219  -0.22258  -1.0391
O  1.37758  1.32697  -0.24590  -1.0494
N  0.35771  -1.22687  -0.20824  -0.6015
C  -1.30108  0.41309  0.24070  -0.2698
H  0.36611  -1.30211  -1.21695  0.3152
H  -1.23513  0.90839  -0.82299  0.1817
H  -2.33650  0.49167  0.70122  0.1545
H  -0.69270  0.88351  1.13242  0.1814

Properties
Net charge: -1
Spin multiplicity: 1


It is #1 that is the least stable of them.


#1
Entry from OMol25: one molecule with the formula C2H4N2O4 (wB97M-V/def2-TZVPD).

Last column: natural (NBO) charge in e.
Geometry (Å):
O  -0.94904  -0.24573  -0.92485  -0.5162
O  -1.80026  -0.94859  1.05488  -0.5178
O  -0.29269  2.10099  0.27349  -0.5622
O  2.45842  -0.68932  0.26592  -0.6125
N  1.16242  -1.00326  -0.45055  -0.1991
N  0.77148  1.12394  0.13367  -0.3705
C  -1.95262  -0.64373  -0.09396  0.6555
C  0.32951  -0.04868  -0.46473  0.5867
H  2.65031  -1.54890  0.83252  0.4901
H  -2.65789  -0.46799  -0.90236  0.1587
H  1.27040  1.12323  1.11252  0.4239
H  -0.39288  2.46452  -0.82780  0.4632

Properties
SMILES: O=CO/C(=N/O)NO
Net charge: 0
Spin multiplicity: 1


#2
Entry from OMol25: C2H4N2O4 as an isolated structure (wB97M-V/def2-TZVPD).

Last column: natural (NBO) charge in e.
Geometry (Å):
O  0.46252  -1.48251  -0.49633  -0.6017
O  -2.65331  -0.78390  -0.10205  -0.6781
O  2.63021  -0.15276  0.50914  -0.5434
O  -2.76308  1.38163  0.38874  -0.5493
N  1.62642  0.66239  -0.03805  -0.4176
N  -0.70576  0.45838  0.16184  -0.7353
C  -2.10614  0.40767  0.19907  0.8877
C  0.11518  -0.36018  -0.32558  0.8237
H  2.38003  -1.06333  0.25052  0.4893
H  -2.00165  -1.45758  -0.35013  0.4925
H  1.04134  1.25278  0.67369  0.4422
H  1.97424  1.13741  -0.87087  0.3901

Properties
Net charge: 0
Spin multiplicity: 1


It is #1 that is the least stable of them.


#1
Entry from OMol25: one molecule with the formula C6H9N3 (wB97M-V/def2-TZVPD).

Last column: natural (NBO) charge in e.
Geometry (Å):
N  3.49105  0.11364  1.60800  -0.2820
N  1.53189  -2.69397  0.37079  0.0116
N  1.88698  -2.19715  -0.69586  -0.0492
C  -0.45389  -1.09807  -0.84334  -0.6067
C  0.45987  -0.26511  0.08486  -0.0660
C  0.79045  1.07644  -0.71764  -0.6316
C  -0.09954  -0.02845  1.44500  -0.6130
C  2.79794  -0.49945  0.96955  0.2441
C  1.70283  -1.13489  0.24865  0.0008
H  -0.74812  -1.91260  -0.28912  0.2081
H  1.21326  1.00723  -1.73967  0.2256
H  -0.15644  -0.93539  2.01957  0.2215
H  -1.45220  -0.58130  -0.89212  0.2207
H  -1.17191  0.48191  1.38883  0.2162
H  0.55440  0.65748  1.96924  0.2273
H  0.08092  -1.29539  -1.71386  0.2221
H  -0.13548  1.86827  -0.76209  0.2284
H  1.66159  1.62641  -0.24248  0.2221

Properties
SMILES: CC(C)(C)C1(C#N)N=N1
Net charge: 0
Spin multiplicity: 1


#2
Entry from OMol25: one molecule with the formula C6H9N3 (wB97M-V/def2-TZVPD).

Last column: natural (NBO) charge in e.
Geometry (Å):
N  0.17687  1.79172  -0.06524  -0.5051
N  -1.21927  -1.55953  -0.06825  -0.5978
N  1.96797  0.26762  -0.50384  -0.6247
C  -1.18381  1.82400  0.21021  -0.0767
C  -2.51646  -0.66711  0.03093  -0.2076
C  -1.58455  0.51109  0.07389  -0.1463
C  2.53229  -0.77763  0.44772  -0.4183
C  -0.47884  -0.30469  -0.09789  0.0334
C  0.64452  0.47195  -0.22775  0.2164
H  -1.19212  -2.15121  -0.89068  0.3603
H  -3.17262  -0.70654  -0.83718  0.1928
H  2.38641  -0.44870  1.49344  0.2029
H  0.82790  2.58334  0.03604  0.4168
H  3.58931  -0.87098  0.30881  0.1977
H  2.04591  -1.80175  0.41054  0.1815
H  -3.16389  -0.82236  0.88583  0.2004
H  2.06899  -0.09200  -1.43805  0.3638
H  -1.72865  2.75278  0.23146  0.2103

Properties
SMILES: CNc1[nH]cc2c1NC2
Net charge: 0
Spin multiplicity: 1


#3
Entry from OMol25: C6H9N3 as an isolated structure (wB97M-V/def2-TZVPD).

Last column: natural (NBO) charge in e.
Geometry (Å):
N  -0.09447  -2.02764  -0.25216  -0.4419
N  1.19245  -1.32473  0.07405  -0.4879
N  -0.29457  0.23676  -0.21867  -0.3575
C  -0.96442  -0.92355  -0.07056  0.2965
C  1.10681  0.02597  -0.32861  0.2004
C  -2.28211  -0.64527  0.09616  -0.3613
C  2.12739  0.99794  0.30011  -0.6397
C  -2.36100  0.75348  0.14219  -0.2540
C  -1.13846  1.31016  -0.08298  -0.1130
H  1.82052  -1.99458  -0.29037  0.3839
H  2.97475  1.14747  -0.42341  0.2350
H  1.11227  0.26924  -1.74787  0.0639
H  -0.15900  -2.74372  0.39309  0.3693
H  -3.35799  1.27525  0.38101  0.2229
H  -2.94982  -1.40050  0.32910  0.2192
H  2.45044  0.82323  1.35022  0.2324
H  1.50091  1.97516  0.31835  0.2205
H  -0.68368  2.24534  0.03035  0.2115

Properties
Net charge: 0
Spin multiplicity: 1


#4
Entry from OMol25: a 3-piece molecular cluster, C6H9N3 overall (wB97M-V/def2-TZVPD).

Last column: natural (NBO) charge in e.
Geometry (Å):
N  -16.64996  22.28793  -22.31929  -0.3487
N  -18.55454  19.85712  -17.49129  -0.3756
N  -21.69292  19.07424  -14.53387  -0.3610
C  -19.83625  17.50550  -17.30617  -0.7086
C  -22.64020  20.85992  -12.82212  -0.7187
C  -22.12881  19.85925  -13.77816  0.3069
C  -19.14940  18.86509  -17.40520  0.3102
C  -17.36672  22.18031  -21.41516  0.2864
C  -18.14261  22.01957  -20.19390  -0.7191
H  -19.02732  16.78725  -17.43974  0.2500
H  -23.65153  20.57755  -12.52959  0.2581
H  -18.26363  22.93032  -19.60741  0.2549
H  -22.51389  21.83643  -13.28965  0.2595
H  -17.45359  21.30425  -19.74481  0.2730
H  -21.98163  20.86574  -11.95358  0.2566
H  -20.40152  17.46006  -16.37530  0.2761
H  -20.54646  17.38757  -18.12458  0.2474
H  -19.13119  21.58491  -20.34183  0.2526

Properties
SMILES: CC#N.CC#N.CC#N
Net charge: 0
Spin multiplicity: 1


It is #3 that is the least stable of them.